(1)
# C39H33F48NO11

7 unconnected molecules or ions with the total composition C39H33F48NO11 in a non-equilibrium geometry (the ωB97M-V functional and the def2-TZVPD basis, OMol25).

2S+1	1
total charge	0
LUMO	-0.01	eV
gap between HOMO and LUMO	10.239	eV
highest occupied orbital energy	-10.2	eV
SMILES string	FC(F)C(F)(F)COC(F)(F)C(F)F.FC(F)C(F)(F)COC(F)(F)C(F)F.FC(F)C(F)(F)COC(F)(F)C(F)F.FC(F)C(F)(F)COC(F)(F)C(F)F.FC(F)C(F)(F)COC(F)(F)C(F)F.FC(F)C(F)(F)COC(F)(F)C(F)F.O=COCCOC(=O)Oc1ccncc1

Atoms and positions in Å:
1 O 2.388 0.201 -1.768
2 C 3.175 0.697 -2.550
3 O 3.927 1.786 -2.203
4 C 3.696 2.893 -3.076
5 C 2.321 3.473 -2.868
6 O 2.189 3.867 -1.498
7 C 0.920 3.652 -1.052
8 O 0.676 2.879 -0.158
9 O 0.014 4.462 -1.687
10 C -1.052 3.804 -2.268
11 C -1.886 3.018 -1.574
12 C -2.913 2.361 -2.156
13 N -3.175 2.485 -3.444
14 C -2.368 3.288 -4.093
15 C -1.302 3.950 -3.589
16 H 3.321 0.234 -3.540
17 H 4.447 3.646 -2.881
18 H 3.809 2.585 -4.118
19 H 1.543 2.764 -3.151
20 H 2.226 4.317 -3.555
21 H -1.727 2.901 -0.516
22 H -3.538 1.719 -1.557
23 H -2.576 3.434 -5.144
24 H -0.688 4.581 -4.205
25 C -6.695 4.422 0.651
26 C -5.952 4.109 -0.661
27 C -6.108 5.085 -1.831
28 F -7.384 5.195 -2.244
29 F -5.381 4.636 -2.880
30 F -6.248 2.850 -1.047
31 F -4.625 4.117 -0.341
32 O -7.929 3.767 0.921
33 C -9.123 4.262 0.440
34 C -9.786 3.309 -0.558
35 F -8.971 3.037 -1.592
36 F -10.908 3.886 -1.048
37 F -8.982 5.507 -0.055
38 F -9.953 4.372 1.508
39 H -6.040 4.040 1.433
40 H -6.764 5.495 0.830
41 H -5.737 6.077 -1.556
42 H -10.049 2.371 -0.063
43 C -7.365 2.264 5.119
44 C -7.775 1.600 3.792
45 C -9.258 1.603 3.413
46 F -10.022 0.950 4.306
47 F -9.412 0.976 2.216
48 F -7.276 0.346 3.752
49 F -7.141 2.302 2.811
50 O -7.158 1.432 6.259
51 C -8.191 1.040 7.083
52 C -8.412 -0.476 7.054
53 F -8.651 -0.917 5.807
54 F -9.485 -0.785 7.820
55 F -9.320 1.727 6.822
56 F -7.825 1.363 8.344
57 H -6.382 2.679 4.928
58 H -7.995 3.121 5.361
59 H -9.626 2.627 3.310
60 H -7.532 -0.991 7.445
61 C -1.138 0.210 4.563
62 C -2.059 -1.015 4.398
63 C -2.905 -1.115 3.125
64 F -3.765 -0.087 2.996
65 F -3.639 -2.251 3.174
66 F -2.840 -1.136 5.494
67 F -1.238 -2.102 4.380
68 O -1.587 1.303 5.362
69 C -2.375 2.306 4.845
70 C -3.763 2.339 5.492
71 F -4.399 1.166 5.364
72 F -4.519 3.294 4.876
73 F -2.444 2.243 3.501
74 F -1.773 3.478 5.146
75 H -0.278 -0.166 5.116
76 H -0.741 0.550 3.607
77 H -2.265 -1.157 2.239
78 H -3.688 2.574 6.555
79 C 8.015 -2.028 -3.631
80 C 9.308 -1.742 -2.842
81 C 9.763 -2.772 -1.803
82 F 8.859 -2.948 -0.822
83 F 10.907 -2.335 -1.225
84 F 9.227 -0.515 -2.284
85 F 10.307 -1.685 -3.769
86 O 6.807 -1.409 -3.195
87 C 6.016 -1.958 -2.211
88 C 5.948 -1.074 -0.960
89 F 7.174 -0.829 -0.466
90 F 5.233 -1.694 0.011
91 F 6.397 -3.218 -1.928
92 F 4.768 -2.046 -2.735
93 H 8.187 -1.588 -4.605
94 H 7.876 -3.092 -3.814
95 H 9.965 -3.736 -2.278
96 H 5.471 -0.116 -1.182
97 C 5.290 -3.658 2.940
98 C 6.240 -4.871 2.937
99 C 5.643 -6.257 3.197
100 F 5.061 -6.349 4.408
101 F 6.634 -7.180 3.156
102 F 7.267 -4.637 3.782
103 F 6.773 -4.929 1.683
104 O 5.203 -2.864 4.121
105 C 4.360 -3.189 5.163
106 C 5.126 -3.522 6.448
107 F 5.999 -4.526 6.257
108 F 4.248 -3.906 7.404
109 F 3.497 -4.163 4.815
110 F 3.617 -2.089 5.420
111 H 5.714 -2.972 2.209
112 H 4.304 -3.914 2.555
113 H 4.906 -6.510 2.429
114 H 5.674 -2.644 6.796
115 C 3.474 -3.317 -6.903
116 C 2.945 -3.788 -8.271
117 C 3.385 -5.164 -8.779
118 F 4.719 -5.251 -8.938
119 F 2.819 -5.388 -9.988
120 F 3.200 -2.839 -9.197
121 F 1.590 -3.859 -8.145
122 O 4.591 -2.431 -6.866
123 C 5.891 -2.885 -6.902
124 C 6.639 -2.431 -8.159
125 F 6.008 -2.824 -9.277
126 F 7.878 -2.977 -8.159
127 F 5.947 -4.217 -6.720
128 F 6.523 -2.329 -5.837
129 H 2.666 -2.717 -6.489
130 H 3.601 -4.149 -6.210
131 H 3.056 -5.952 -8.096
132 H 6.727 -1.342 -8.171

=====

(2)
# C9H11FN2O3

C9H11FN2O3 in the gas phase in a non-equilibrium geometry (the ωB97M-V functional and the def2-TZVPD basis, OMol25).

2S+1	3
expectation value of S²	2.033
total charge	0
LUMO (alpha / beta)	0.41 / -2.35	eV
gap between HOMO and LUMO (alpha / beta)	6.818 / 7.889	eV
highest occupied orbital energy (alpha / beta)	-6.4 / -10.2	eV

Atoms and positions in Å:
1 C 0.333 -1.635 -1.047
2 C -0.569 -2.117 -1.869
3 C -0.881 0.390 -0.172
4 C 1.342 0.064 0.637
5 C 0.413 -0.108 -0.664
6 C -2.391 -0.334 -1.854
7 C 0.569 1.082 1.427
8 C 0.933 2.504 1.075
9 C 0.661 0.844 2.976
10 N -2.041 0.046 -0.634
11 N -0.925 -3.185 -2.633
12 O -1.803 -3.882 -2.202
13 O -0.439 -3.313 -3.735
14 O -0.834 1.032 1.003
15 F -3.531 -0.909 -2.047
16 H 1.076 -2.220 -0.710
17 H 1.392 -0.766 1.348
18 H 2.311 0.340 0.150
19 H 0.748 0.548 -1.386
20 H -1.802 0.235 -2.653
21 H 0.408 3.292 1.482
22 H 1.029 2.702 0.009
23 H 2.047 2.852 1.327
24 H -0.421 1.072 3.371
25 H 1.380 1.555 3.411
26 H 0.995 -0.088 3.388

=====

(3)
# C32H35N4O2P2Ta

A molecular structure, C32H35N4O2P2Ta (the ωB97M-V functional and the def2-TZVPD basis, OMol25).

2S+1	1
total charge	+4
relative energy (zero: lowest compared OMol25 entry of this formula, charge and spin)	0.0	kcal per mole
LUMO	-13.11	eV
gap between HOMO and LUMO	6.112	eV
highest occupied orbital energy	-19.2	eV

Atoms and positions in Å:
1 Ta -0.117 -0.067 -0.373
2 O 2.051 -0.027 -0.077
3 C 1.748 -0.736 0.922
4 O 0.810 -1.613 0.659
5 C 1.912 -0.259 2.299
6 P 0.221 0.630 2.216
7 C 0.454 2.345 2.650
8 C 1.415 3.104 1.974
9 C 1.583 4.438 2.302
10 C 0.800 5.013 3.300
11 C -0.157 4.258 3.969
12 C -0.339 2.922 3.645
13 C -0.806 -0.247 3.380
14 C -0.560 -0.075 4.747
15 C -1.288 -0.809 5.669
16 C -2.249 -1.717 5.237
17 C -2.486 -1.900 3.879
18 C -1.768 -1.164 2.951
19 H 2.737 0.439 2.411
20 H 1.895 -1.026 3.069
21 H 2.040 2.661 1.205
22 H 2.338 5.029 1.802
23 H 0.953 6.049 3.571
24 H -0.744 4.706 4.760
25 H -1.066 2.329 4.188
26 H 0.184 0.630 5.097
27 H -1.106 -0.673 6.727
28 H -2.815 -2.286 5.962
29 H -3.228 -2.616 3.553
30 H -1.952 -1.325 1.893
31 N -2.057 0.031 -1.366
32 C -2.342 1.005 -0.307
33 C -3.356 0.723 0.624
34 C -3.742 1.699 1.513
35 C -3.135 2.956 1.467
36 C -2.113 3.229 0.571
37 C -1.692 2.271 -0.346
38 C -0.575 2.556 -1.280
39 C -0.491 3.753 -1.969
40 C 0.641 4.024 -2.733
41 C 1.712 3.126 -2.783
42 C 1.651 1.941 -2.080
43 C 0.490 1.608 -1.353
44 H -2.727 -0.737 -1.347
45 H -2.071 0.441 -2.301
46 H -3.878 -0.227 0.601
47 H -4.540 1.505 2.217
48 H -3.467 3.730 2.147
49 H -1.628 4.197 0.579
50 H -1.298 4.474 -1.914
51 H 0.700 4.956 -3.282
52 H 2.593 3.375 -3.359
53 H 2.502 1.272 -2.083
54 C 0.380 -4.793 -3.754
55 N 0.667 -3.486 -4.537
56 C 2.204 -3.283 -4.572
57 N 2.721 -3.273 -3.250
58 C 2.418 -4.526 -2.554
59 N 0.969 -4.725 -2.465
60 C 0.313 -3.802 -1.554
61 P 0.542 -2.061 -2.171
62 C -0.031 -2.308 -3.922
63 C 2.373 -2.088 -2.483
64 H 0.819 -5.596 -4.346
65 H -0.702 -4.913 -3.713
66 H 0.329 -3.599 -5.498
67 H 2.394 -2.351 -5.103
68 H 2.601 -4.123 -5.142
69 H 2.850 -4.508 -1.555
70 H 2.860 -5.356 -3.104
71 H 0.748 -3.887 -0.559
72 H -0.749 -4.043 -1.476
73 H 0.186 -1.427 -4.528
74 H -1.106 -2.493 -3.964
75 H 2.905 -2.095 -1.532
76 H 2.670 -1.186 -3.021

=====

no.,total energy (Eh)
1,-7181.87104
2,-784.29245
3,-2348.21033